(1)
{"formula": "C2H7PS2", "method": "the ωB97M-V functional and the def2-TZVPD basis", "symbols": ["C", "C", "P", "S", "S", "H", "H", "H", "H", "H", "H", "H"], "xyz": [[-1.4105, -0.2266, -0.3596], [0.0309, -0.1045, 0.2299], [2.9658, -0.4480, 0.8051], [1.4441, -0.6908, -0.6531], [4.1994, 0.6538, -0.4693], [-2.0326, -0.8209, 0.2765], [-1.2121, -0.7469, -1.3168], [0.4584, 0.8736, 0.3486], [0.0278, -0.6524, 1.0895], [-1.9373, 0.8185, -0.4707], [1.2600, -2.1320, -0.5933], [3.6242, 1.8085, -0.3091]], "mulliken_charge": [-0.77, -0.52, -0.13, -0.11, -0.32, 0.29, 0.24, 0.36, 0.41, 0.24, 0.20, 0.12], "total_energy_ev": -33144.7940, "multiplicity": 1}

***

(2)
{"formula": "C20H26N2O2", "method": "the ωB97M-V functional and the def2-TZVPD basis", "symbols": ["C", "C", "C", "C", "N", "C", "C", "C", "C", "C", "C", "O", "C", "C", "C", "N", "C", "C", "C", "C", "O", "C", "C", "C", "H", "H", "H", "H", "H", "H", "H", "H", "H", "H", "H", "H", "H", "H", "H", "H", "H", "H", "H", "H", "H", "H", "H", "H", "H", "H"], "xyz": [[4.6543, 1.8226, -1.1141], [3.8360, 1.3266, 0.0730], [3.3095, -0.0986, -0.1084], [2.6714, -0.6375, 1.1939], [1.4816, -1.4279, 0.9256], [1.7985, -2.4291, -0.0812], [2.0556, -1.7606, -1.4495], [2.2376, -0.2583, -1.1987], [0.9064, 0.3175, -0.7045], [0.3896, -0.6045, 0.4164], [-0.3239, 0.1535, 1.5559], [-0.9499, -0.8131, 2.3762], [-1.2872, 1.1716, 0.9827], [-0.9617, 2.5070, 1.0313], [-1.8083, 3.4544, 0.4381], [-2.9152, 3.1467, -0.1771], [-3.2788, 1.8527, -0.2274], [-4.4844, 1.5282, -0.8894], [-4.9100, 0.2380, -0.9668], [-4.1570, -0.8033, -0.3753], [-4.6946, -2.0453, -0.5063], [-4.0052, -3.1361, 0.0557], [-2.9790, -0.5203, 0.2719], [-2.5058, 0.8058, 0.3516], [4.0387, 1.9112, -2.0056], [5.4718, 1.1372, -1.3272], [5.0760, 2.8015, -0.8975], [4.4682, 1.3396, 0.9649], [3.0064, 2.0143, 0.2501], [4.1619, -0.7301, -0.3840], [2.3975, 0.1898, 1.8502], [3.3737, -1.2707, 1.7419], [2.6798, -2.9742, 0.2617], [0.9680, -3.1369, -0.1353], [2.9461, -2.1757, -1.9231], [1.2128, -1.9168, -2.1256], [2.5442, 0.2410, -2.1205], [1.0546, 1.3330, -0.3370], [0.1838, 0.3678, -1.5208], [-0.3483, -1.3008, 0.0109], [0.4291, 0.6975, 2.1472], [-1.3223, -0.3724, 3.1470], [-0.0534, 2.8356, 1.5167], [-1.5564, 4.5069, 0.4674], [-5.0511, 2.3366, -1.3236], [-5.8277, -0.0281, -1.4673], [-4.6129, -4.0130, -0.1622], [-3.8959, -3.0289, 1.1391], [-3.0156, -3.2600, -0.3954], [-2.4084, -1.2947, 0.7544]], "mulliken_charge": [-1.39, -0.51, 0.31, -1.45, 0.01, -0.65, -1.13, 0.03, -1.12, -0.35, -0.67, -0.61, 0.20, -0.33, -0.53, -0.71, -0.31, -0.46, -0.68, 0.49, -0.50, -0.78, 0.15, 0.26, 0.30, 0.33, 0.42, 0.46, 0.14, 0.61, 0.44, 0.31, 0.40, 0.37, 0.50, 0.41, 0.55, 0.35, 0.47, 0.74, 0.48, 0.40, 0.43, 0.39, 0.45, 0.46, 0.26, 0.31, 0.30, 0.48], "total_energy_ev": -28237.1636, "multiplicity": 1, "smiles": "CC[C@H]1CN2CC[C@H]1C[C@@H]2[C@H](O)c1ccnc2ccc(OC)cc12"}

***

(3)
{"formula": "C2H2N2O2", "method": "the ωB97M-V functional and the def2-TZVPD basis", "symbols": ["O", "C", "N", "C", "N", "O", "H", "H"], "xyz": [[-1.9776, -0.2565, 0.1592], [-0.5940, -0.1953, -0.1879], [0.3929, -1.1569, -0.1124], [1.4877, -0.4612, 0.1595], [1.2129, 0.8485, 0.0361], [-0.1333, 1.0426, -0.0556], [-2.1905, 0.6591, -0.1450], [2.4745, -0.8500, 0.0205]], "mulliken_charge": [-0.41, 0.61, -0.48, 0.00, -0.28, -0.12, 0.35, 0.34], "total_energy_ev": -9178.8324, "multiplicity": 1, "smiles": "Oc1ncno1"}